Entry 1:
This record from the OMol25 dataset describes a 8-piece molecular cluster, C33H81BrClNO11P overall in a non-equilibrium geometry. The level of theory is ωB97M-V with the def2-TZVPD basis set.

Frontier orbital gap: 0.3089 Eh
Highest occupied orbital energy: -11.4 eV

The geometry in ORCA input format:
```
! RIJCOSX wB97M-V def2-TZVPD def2/J DEFGRID3
* xyz 1 1
C 0.131 -0.052 3.046
C 0.359 -0.294 1.567
O 0.339 0.907 0.766
C 1.541 1.325 0.301
P 2.803 1.446 1.730
O 3.829 2.646 1.330
Cl 3.972 -0.246 1.407
N 1.874 0.334 -0.826
C 2.299 1.040 -2.074
O 3.622 1.274 -2.140
C 1.347 2.251 -1.962
Br 1.988 3.694 -3.052
C 1.521 2.650 -0.453
C 0.407 3.689 -0.124
C -0.107 3.736 1.326
C -1.640 3.899 1.353
C -2.515 2.672 1.114
C -3.918 3.233 0.826
O -4.997 2.434 1.285
C -5.670 1.739 0.251
H 1.080 0.031 3.545
H -0.313 -0.948 3.438
H -0.484 0.805 3.244
H -0.438 -0.900 1.208
H 1.260 -0.883 1.443
H 4.533 2.296 0.764
H 1.001 -0.111 -1.120
H 2.436 -0.477 -0.557
H 1.947 0.440 -2.898
H 3.876 1.987 -1.541
H 0.342 1.923 -2.144
H 2.448 3.196 -0.490
H 0.866 4.638 -0.330
H -0.406 3.615 -0.823
H 0.259 4.641 1.778
H 0.232 2.899 1.911
H -1.957 4.401 2.252
H -1.857 4.570 0.531
H -2.556 2.077 2.010
H -2.200 2.100 0.261
H -4.014 3.344 -0.247
H -3.964 4.227 1.249
H -5.012 0.989 -0.165
H -6.542 1.274 0.670
H -5.981 2.417 -0.533
C -8.096 4.319 3.548
C -6.954 5.288 3.281
C -7.111 5.974 1.932
O -5.707 4.598 3.331
H -8.114 3.533 2.788
H -7.967 3.833 4.515
H -9.060 4.829 3.541
H -6.922 6.039 4.072
H -7.101 5.238 1.123
H -6.282 6.661 1.755
H -8.044 6.534 1.877
H -5.718 3.930 2.635
C 2.732 -4.063 -3.630
C 2.036 -3.054 -4.525
C 2.768 -2.919 -5.847
O 1.952 -1.775 -3.870
H 3.755 -3.746 -3.408
H 2.210 -4.168 -2.677
H 2.770 -5.038 -4.113
H 1.010 -3.372 -4.702
H 3.788 -2.556 -5.693
H 2.265 -2.201 -6.495
H 2.815 -3.881 -6.357
H 2.850 -1.470 -3.700
C -5.069 10.155 4.266
C -4.713 9.150 3.182
C -3.219 8.863 3.156
O -5.138 9.633 1.907
H -4.565 11.108 4.084
H -6.141 10.350 4.267
H -4.779 9.794 5.253
H -5.258 8.221 3.353
H -2.658 9.776 2.939
H -2.983 8.143 2.371
H -2.875 8.464 4.110
H -4.670 10.456 1.733
C 5.689 -7.184 -1.213
C 4.616 -6.951 -2.265
C 3.278 -7.534 -1.834
O 5.013 -7.522 -3.513
H 5.844 -8.254 -1.055
H 6.641 -6.765 -1.539
H 5.417 -6.730 -0.260
H 4.507 -5.881 -2.443
H 3.358 -8.614 -1.694
H 2.520 -7.362 -2.599
H 2.935 -7.089 -0.898
H 5.117 -8.471 -3.385
C 4.167 -8.636 -7.096
C 3.475 -7.389 -7.624
C 4.475 -6.295 -7.960
O 2.540 -6.908 -6.652
H 4.714 -8.406 -6.177
H 3.433 -9.405 -6.855
H 4.868 -9.039 -7.826
H 2.896 -7.640 -8.512
H 5.028 -5.999 -7.063
H 3.961 -5.409 -8.333
H 5.194 -6.624 -8.711
H 3.045 -6.694 -5.860
C -5.896 -3.575 1.508
C -4.717 -2.661 1.222
C -4.904 -1.896 -0.081
O -3.508 -3.433 1.166
H -6.005 -4.319 0.714
H -5.742 -4.116 2.441
H -6.825 -3.011 1.582
H -4.595 -1.955 2.045
H -4.977 -2.587 -0.925
H -4.050 -1.244 -0.272
H -5.804 -1.285 -0.056
H -3.604 -4.070 0.450
C 5.693 -1.896 6.073
C 6.723 -1.234 5.172
C 6.347 0.207 4.863
O 6.855 -1.974 3.957
H 4.714 -1.918 5.584
H 5.975 -2.928 6.281
H 5.593 -1.365 7.020
H 7.699 -1.260 5.654
H 5.388 0.248 4.336
H 7.094 0.666 4.214
H 6.265 0.802 5.774
H 5.999 -1.965 3.518
*
```



Entry 2:
This record from the OMol25 dataset describes one molecule with the formula C5H2F4O2 in a non-equilibrium geometry. The level of theory is ωB97M-V with the def2-TZVPD basis set.

Frontier orbital gap: 0.3717 Eh
Relative energy (zero: lowest compared OMol25 entry of this formula, charge and spin): 93.9 kJ/mol
SMILES string: O[C@]1(F)[C@@]2(F)OC=C(F)[C@@]12F
Highest occupied orbital energy: -9.7 eV

The geometry in ORCA input format:
```
! RIJCOSX wB97M-V def2-TZVPD def2/J DEFGRID3
* xyz 0 1
C -0.192 0.555 -1.789
C -0.754 1.108 -0.698
C 0.155 0.931 0.490
C 0.575 -0.461 0.918
C 1.415 0.215 -0.148
O 1.087 0.009 -1.515
O 1.016 -0.735 2.154
F -1.894 1.795 -0.655
F 0.209 1.923 1.364
F -0.237 -1.437 0.389
F 2.673 0.442 0.123
H -0.377 0.505 -2.822
H 0.217 -0.417 2.610
*
```



Entry 3:
This record from the OMol25 dataset describes C13H37HgN2O4Si as an isolated structure in a non-equilibrium geometry. The level of theory is ωB97M-V with the def2-TZVPD basis set.

Frontier orbital gap: 0.2124 Eh
Highest occupied orbital energy: -2.8 eV

The geometry in ORCA input format:
```
! RIJCOSX wB97M-V def2-TZVPD def2/J DEFGRID3
* xyz -1 1
C 0.743 -0.620 -4.867
Hg 0.179 -1.908 -3.307
N -1.576 -2.525 -1.075
N -2.639 -2.433 -4.199
H -1.819 -1.534 -1.004
H -0.353 -2.940 -2.023
H 1.805 -0.447 -4.685
H 0.163 0.275 -4.723
H 0.612 -1.188 -5.768
H -3.421 -1.931 -3.789
H -2.795 -3.431 -4.045
H -2.668 -2.272 -5.207
H -2.365 -3.156 -1.277
H -1.077 -2.817 -0.234
C 2.414 -2.655 1.576
C 1.191 -1.775 1.782
C 0.048 -2.627 2.309
C 1.508 -0.687 2.792
O 0.856 -1.247 0.487
Si 0.038 0.172 0.085
O -0.446 0.128 -1.414
O -1.184 0.199 1.264
C -2.191 1.200 1.482
C -3.408 0.868 0.625
C -2.565 1.162 2.965
C -1.709 2.601 1.117
O 0.993 1.436 0.586
C 2.025 2.159 -0.121
C 1.681 2.313 -1.590
C 2.112 3.535 0.520
C 3.340 1.411 0.024
H 2.725 -3.119 2.515
H 3.258 -2.074 1.198
H 2.214 -3.453 0.855
H 0.307 -3.046 3.287
H -0.855 -2.024 2.433
H -0.174 -3.463 1.636
H 1.837 -1.155 3.731
H 2.311 -0.033 2.436
H 0.617 -0.090 3.012
H -3.825 -0.104 0.918
H -4.183 1.630 0.782
H -3.146 0.847 -0.441
H -1.681 1.377 3.585
H -3.328 1.932 3.152
H -2.975 0.176 3.230
H -0.830 2.887 1.710
H -1.485 2.689 0.042
H -2.512 3.319 1.349
H 0.700 2.774 -1.734
H 2.424 2.958 -2.067
H 1.677 1.359 -2.121
H 2.383 3.448 1.576
H 2.881 4.126 0.012
H 1.153 4.063 0.444
H 3.622 1.340 1.081
H 3.271 0.403 -0.403
H 4.122 1.963 -0.506
*
```